This record from the OMol25 dataset describes C34H46N5PPtSSi2 as an isolated structure. The level of theory is wB97M-V/def2-TZVPD.

Calculated values
- ΔE to the lowest compared entry with this formula, charge and spin: 0.6 kcal per mole
- LUMO energy: 0.2132 eV
- Gap between HOMO and LUMO: 6.5233 eV

The geometry in ORCA input format:
```
! RIJCOSX wB97M-V def2-TZVPD def2/J DEFGRID3
* xyz 0 1
Pt 0.3149 0.0129 0.9161
S -1.0221 1.4567 2.2711
P -0.6301 -0.0515 -1.1508
Si -0.0742 -1.5242 3.8255
Si 3.1805 0.3336 -0.1587
N -0.7766 3.1190 0.1977
N 1.0341 -1.0281 2.5793
N -2.5343 3.5067 1.6214
N 1.9021 -0.8787 0.0205
N -3.2791 0.1470 0.4101
C 3.3462 -2.8291 0.3698
C 4.0499 -3.6377 1.2565
C -3.2730 0.8252 -0.7752
C -1.1742 4.1739 -0.7232
C 2.4299 -1.8969 0.8427
C 4.3097 0.3785 1.3359
C -1.1937 -4.1157 -0.7618
C 2.0817 0.3575 -4.8705
C -4.4453 1.4890 -1.1711
C -2.7067 -3.3479 -2.4587
C 2.6010 2.1275 -0.2922
C -2.1780 -4.3838 -1.6998
C 0.4479 0.1217 -2.6155
C -1.4666 2.7804 1.2749
C -0.0377 -0.3550 5.2898
C 1.7350 -0.8952 -4.3859
C 0.9266 -1.0137 -3.2641
C -1.9110 5.2528 0.0524
C -3.4360 2.1639 -3.2437
C -2.2492 -2.0527 -2.2793
C 1.6299 1.4953 -4.2172
C -3.0503 4.6173 0.8322
C -2.1409 0.8793 -1.6209
C -2.2672 1.5279 -2.8504
C 3.8388 -3.4910 2.6194
C -4.5300 2.1458 -2.3819
C 2.0974 -1.8505 2.2122
C -0.7385 -2.8167 -0.5737
C 4.2010 -0.0415 -1.6854
C 2.8837 -2.5978 3.0934
C -1.8538 -1.6257 3.1959
C 0.8217 1.3733 -3.0978
C -1.2643 -1.7716 -1.3298
C 0.2435 -3.2746 4.4351
H -2.6630 -1.2540 -2.8814
H -5.3025 1.4582 -0.5075
H 2.7480 -2.4844 4.1603
H 4.7755 -4.3497 0.8843
H 2.7119 0.4485 -5.7452
H -3.4936 2.6491 -4.2081
H -1.9082 -2.1553 2.2393
H -0.7705 -4.9176 -0.1705
H -0.7621 -0.6447 6.0549
H 4.4117 -4.0787 3.3262
H 0.0099 2.5097 -0.0057
H -1.4362 1.5195 -3.5387
H 0.4716 -3.9513 3.6110
H 0.6807 -1.9967 -2.8872
H -4.1547 -0.1171 0.8226
H 1.9058 2.4775 -4.5782
H 3.5600 -0.0751 -2.5665
H 4.7005 -1.0070 -1.5946
H -2.4375 -2.1929 3.9275
H -3.4767 -3.5492 -3.1925
H 2.1017 -1.7884 -4.8745
H 5.0381 1.1879 1.2304
H 1.0524 -3.3558 5.1617
H 0.4688 2.2733 -2.6073
H 3.7209 0.5650 2.2386
H -2.3065 6.0030 -0.6312
H -0.2625 0.6662 4.9789
H -2.3303 -0.6525 3.0856
H 2.1786 2.4599 0.6594
H -0.6698 -3.6278 4.9218
H 1.8956 2.3340 -1.0966
H -2.5337 -5.3963 -1.8415
H -1.8105 3.7598 -1.5121
H -3.5095 5.3359 1.5105
H 3.4919 2.7352 -0.4847
H 3.5350 -2.8789 -0.6962
H 4.9678 0.7200 -1.8473
H -1.2221 5.7475 0.7397
H -5.4547 2.6361 -2.6599
H 0.0353 -2.6252 0.1567
H -0.2702 4.5710 -1.1854
H -3.0773 3.1424 2.3861
H 4.8569 -0.5540 1.4806
H -2.4432 -0.2585 0.8043
H -3.8215 4.2554 0.1439
H 0.9555 -0.3499 5.7440
*
```